1.
106
Properties=species:S:1:pos:R:3:forces:R:3 method="wB97M-V/def2-TZVPD" max_force_ev_per_a=1.1 charge=0 homo_lumo_gap_ev=6.397
Pb -0.622 -0.747 -0.116 0.17 -0.18 -0.18
I 5.898 -0.133 -1.399 -0.08 -0.04 0.02
Cl 5.782 -3.378 3.156 -0.01 -0.01 0.01
S -2.780 -0.618 1.625 -0.29 -0.08 0.47
S -2.328 -3.974 1.533 0.13 0.05 -0.02
P -3.162 -2.443 2.409 -0.02 0.23 0.03
P 2.044 1.273 -1.238 0.52 0.63 0.69
O 1.028 1.008 0.403 0.28 -0.09 -0.37
O 2.046 1.535 2.358 -0.11 0.06 -0.12
O -2.729 -2.245 3.950 0.04 -0.16 0.07
O 2.842 -0.185 -0.862 -0.45 -0.55 -0.32
O -4.729 -2.736 2.495 -0.16 0.03 -0.17
N -0.754 2.021 -1.267 0.00 0.39 -0.23
N 1.433 -1.230 -2.919 0.19 -0.11 -0.22
N 0.634 -2.664 -1.154 0.25 0.23 -0.35
N 0.946 -0.032 -2.499 -0.04 -0.21 0.14
N 1.341 -1.445 1.414 0.00 0.02 -0.07
C 4.417 3.473 -3.770 -0.01 -0.02 -0.02
C -3.142 -3.158 5.001 -0.02 0.03 0.03
C -3.633 2.703 0.943 0.01 0.04 0.03
C 0.237 0.221 -4.795 -0.04 -0.05 -0.19
C 4.857 -2.430 2.035 -0.02 0.03 -0.01
C 0.809 3.959 -1.462 0.01 -0.17 -0.07
C 2.415 -3.321 -2.619 0.05 -0.13 -0.04
C 3.462 -2.274 2.195 -0.09 0.02 0.00
C 0.465 2.522 -5.572 0.02 0.03 -0.07
C -1.920 3.600 -2.848 0.01 -0.15 0.10
C 0.779 -1.950 2.485 -0.08 0.01 -0.08
C 2.802 -2.837 3.314 0.06 0.00 -0.02
C 3.113 1.735 -2.688 -0.03 -0.03 0.00
C -0.082 4.907 -1.766 -0.09 -0.01 -0.02
C 1.631 -4.836 -0.938 -0.02 -0.05 0.05
C 1.471 -2.655 3.479 0.01 -0.02 0.06
C 4.612 2.657 -4.873 -0.01 -0.05 0.00
C 0.175 2.146 -3.168 -0.13 0.00 0.10
C -5.891 -1.868 2.565 0.10 0.06 0.06
C -3.027 3.215 2.083 -0.01 0.00 0.00
C -1.481 2.492 -0.137 0.03 -0.11 -0.06
C -0.877 3.000 1.009 -0.01 0.13 -0.01
C -6.211 -1.284 1.200 0.08 -0.03 0.02
C -1.648 3.352 2.109 0.00 0.00 -0.03
C 0.463 0.710 -3.457 -0.05 0.06 0.33
C 3.679 3.012 -2.687 0.07 -0.09 0.02
C -1.375 4.746 -2.438 0.02 0.03 0.06
C 2.917 2.174 0.138 -0.12 0.01 -0.02
C 0.606 2.482 -1.707 -0.17 -0.41 -0.15
C -5.773 -0.818 3.656 0.07 -0.05 -0.04
C -3.329 -2.310 6.243 -0.01 0.07 -0.02
C 2.700 -1.532 1.244 0.04 -0.09 0.06
C 1.459 -2.358 -2.189 -0.18 0.08 0.36
C 0.729 -3.877 -0.568 -0.03 0.09 0.12
C 4.080 1.374 -4.874 0.04 0.03 0.00
C -1.306 2.244 -2.628 0.11 0.00 0.09
C 4.775 -1.054 0.098 -0.13 0.20 -0.21
C -2.113 -4.251 5.221 0.04 0.09 -0.12
C 3.345 0.915 -3.791 -0.07 0.04 -0.09
C 1.992 1.555 1.159 0.06 -0.12 0.21
C -2.869 2.343 -0.153 -0.04 -0.04 -0.07
C 3.400 -0.884 0.154 0.20 0.19 0.10
C 5.504 -1.831 1.006 0.05 -0.01 0.00
C 0.497 3.018 -4.334 0.03 -0.02 0.04
C 2.501 -4.533 -1.997 0.02 0.06 -0.08
C 0.214 1.103 -5.807 0.05 0.02 0.01
H 3.579 3.656 -1.827 -0.03 0.06 0.01
H 5.185 3.013 -5.722 -0.02 -0.01 0.05
H -2.388 -1.816 6.496 -0.04 -0.03 0.02
H -2.462 -4.933 6.000 0.02 0.04 -0.03
H -5.449 -0.564 0.905 -0.03 0.01 -0.02
H -2.874 3.628 -3.365 0.04 0.00 0.04
H 0.193 -0.847 -4.953 -0.08 0.05 0.03
H -0.294 -1.821 2.585 -0.02 -0.01 0.00
H 3.384 -3.395 4.033 -0.01 0.01 -0.01
H -3.622 3.493 2.944 0.02 -0.03 -0.04
H 1.662 -5.787 -0.425 -0.02 0.04 -0.03
H 0.193 3.121 1.058 -0.11 0.11 0.01
H -4.096 -3.604 4.712 -0.03 -0.01 -0.06
H 4.244 0.720 -5.725 -0.02 0.03 0.05
H 2.827 3.257 0.182 0.01 -0.02 0.00
H 2.944 -0.094 -3.803 0.07 0.01 -0.01
H 1.718 4.285 -0.982 0.03 0.02 0.01
H -1.944 -4.815 4.305 0.02 -0.01 0.00
H 3.967 1.912 0.260 -0.01 -0.05 0.00
H -6.679 -2.566 2.839 -0.06 -0.07 0.02
H -1.961 1.444 -2.976 -0.05 0.02 0.01
H -5.572 -1.286 4.621 -0.05 0.02 -0.06
H -4.084 -1.540 6.079 0.06 -0.03 0.06
H -1.171 -3.806 5.548 0.02 -0.03 0.00
H 3.239 -5.258 -2.321 0.00 0.03 0.00
H -4.707 2.570 0.911 0.04 -0.01 -0.01
H 0.940 -3.050 4.331 -0.06 -0.01 0.01
H 0.691 4.066 -4.151 0.00 -0.02 -0.01
H -3.638 -2.936 7.083 0.02 0.03 -0.02
H -6.255 -2.076 0.452 -0.01 0.03 0.02
H -1.921 5.664 -2.625 0.02 -0.03 -0.01
H 0.642 3.169 -6.423 -0.01 -0.03 0.03
H 0.079 0.755 -6.825 0.01 0.03 0.04
H -3.355 1.921 -1.027 0.02 0.05 0.03
H -4.974 -0.110 3.436 0.00 0.01 0.00
H -1.155 3.730 2.997 -0.01 -0.01 -0.05
H -6.717 -0.274 3.728 0.02 0.00 0.00
H 3.069 -3.049 -3.436 -0.03 0.00 0.03
H 0.178 5.928 -1.507 0.01 -0.03 0.01
H 0.030 -4.056 0.244 0.02 0.03 -0.02
H 6.572 -1.942 0.887 -0.02 0.00 0.01
H -7.180 -0.780 1.238 0.03 -0.03 0.01
H 4.846 4.468 -3.747 -0.03 -0.03 0.03

=====

2.
52
Properties=species:S:1:pos:R:3:forces:R:3 method="wB97M-V/def2-TZVPD" max_force_ev_per_a=1.6 de_lowest_kj_mol=322.7 charge=-1 homo_lumo_gap_ev="6.285 / 6.277"
Pd -0.474 -1.253 0.199 -1.56 -0.43 -0.15
S 2.338 -1.077 1.342 0.34 -0.63 -0.09
Si 1.473 4.133 -0.515 -0.02 -0.02 0.02
F 3.122 -3.337 2.508 0.02 -0.04 -0.13
F 1.010 -2.912 2.754 0.02 0.00 -0.01
F 2.483 -1.873 3.953 0.02 0.19 0.04
O -4.505 -2.430 -0.853 0.06 0.03 0.04
O 3.744 -0.723 1.376 0.14 0.34 0.10
O -2.909 -4.808 -0.492 0.07 0.02 0.00
O 1.030 0.016 -1.425 0.15 -0.01 -0.05
O 1.474 0.039 2.075 -0.06 -0.28 -0.15
N -2.211 -2.584 -0.447 0.51 -0.13 -0.55
N -2.076 0.094 -0.195 -0.05 -0.23 0.51
N 0.360 -3.419 -0.574 0.10 0.02 0.40
C 1.630 -3.781 -0.735 -0.03 -0.04 0.01
C -3.019 2.264 -0.412 -0.02 -0.02 -0.03
C 2.017 -5.105 -0.852 -0.02 0.00 -0.03
C -3.406 -1.969 -0.597 0.03 -0.11 0.10
C 0.653 5.243 -1.823 0.07 -0.15 0.11
C -0.287 -5.710 -0.661 -0.10 0.15 -0.02
C -2.061 -3.932 -0.497 -0.11 0.02 0.09
C 1.331 2.405 -0.902 -0.11 0.23 0.12
C -1.944 1.422 -0.185 -0.02 0.04 -0.07
C 1.185 1.198 -1.166 0.11 0.07 -0.15
C 3.269 4.719 -0.361 -0.16 -0.11 -0.02
C 0.624 4.549 1.134 0.06 -0.05 -0.13
C -4.393 0.332 -0.680 0.13 -0.10 -0.02
C 0.058 -0.206 1.755 0.38 0.88 0.18
C -4.266 1.708 -0.647 0.04 0.11 0.01
C 1.035 -6.085 -0.799 0.14 -0.03 -0.01
C -3.273 -0.458 -0.461 -0.04 0.34 -0.10
C -0.592 -4.357 -0.559 0.07 -0.01 -0.11
C 2.239 -2.358 2.739 -0.14 -0.06 -0.01
H 3.330 5.784 -0.122 -0.02 0.03 0.00
H -5.127 2.341 -0.819 0.00 0.00 0.01
H 3.062 -5.353 -0.976 0.00 -0.01 0.00
H 0.775 5.594 1.418 0.01 0.03 0.00
H 3.806 4.545 -1.296 0.00 0.00 -0.02
H -1.097 -6.424 -0.640 -0.02 0.02 0.00
H 1.089 5.059 -2.807 0.02 0.00 0.00
H -0.454 4.372 1.078 -0.01 -0.01 -0.03
H 3.786 4.160 0.421 -0.01 -0.01 0.01
H 2.350 -2.972 -0.773 0.02 -0.02 0.01
H -0.357 -0.743 2.615 -0.10 0.00 -0.08
H 0.773 6.304 -1.586 0.01 0.02 0.02
H -0.943 1.814 -0.036 0.01 0.01 -0.01
H 1.017 3.917 1.933 0.03 0.00 0.00
H -2.860 3.333 -0.405 -0.01 0.00 -0.01
H -5.329 -0.165 -0.889 0.01 -0.04 0.01
H 1.300 -7.132 -0.877 0.01 0.00 0.00
H -0.363 0.793 1.660 0.05 0.00 0.16
H -0.416 5.028 -1.897 -0.01 -0.01 0.02

=====

3.
53
Properties=species:S:1:pos:R:3:forces:R:3 method="wB97M-V/def2-TZVPD" max_force_ev_per_a=1.0 charge=0 homo_lumo_gap_ev="7.564 / 7.547"
Fe 0.359 -0.217 -0.859 -0.58 -0.54 0.69
O -0.008 1.765 -0.911 0.35 -0.17 -0.06
O 2.266 -0.536 -0.927 -0.17 0.37 -0.33
N -1.856 -0.382 -0.951 0.19 0.29 -0.45
N 0.146 -2.415 -0.871 0.21 0.11 -0.06
N 0.527 0.248 0.983 0.19 -0.10 0.11
N -0.199 1.382 1.351 -0.03 0.11 0.06
C -1.008 3.439 0.452 -0.08 0.10 0.01
C -2.772 0.366 -0.080 -0.03 0.02 0.06
C -1.159 -2.672 -1.489 0.02 -0.11 -0.04
C 4.479 -2.249 2.122 0.00 -0.02 0.11
C 4.140 -1.744 -0.217 -0.04 0.03 0.04
C 0.165 -2.952 0.499 -0.02 -0.09 0.04
C 3.332 -1.550 2.425 -0.02 0.02 -0.06
C 1.172 -3.120 -1.655 0.01 -0.05 -0.08
C 2.540 -0.965 1.428 0.18 -0.11 -0.13
C 1.431 -0.127 1.811 -0.13 0.17 -0.10
C -2.250 5.913 0.727 -0.02 0.02 0.01
C -2.217 -1.800 -0.870 -0.15 -0.07 0.07
C -1.042 4.329 -0.617 -0.01 -0.04 0.03
C 4.875 -2.333 0.786 0.06 -0.03 -0.05
C -1.600 3.795 1.662 0.01 0.03 -0.02
C 2.935 -1.051 0.055 0.05 0.07 0.24
C -1.658 5.563 -0.477 0.00 0.02 -0.02
C -0.355 2.114 0.279 0.01 -0.10 0.02
C -2.049 0.108 -2.329 -0.07 -0.05 -0.05
C -2.221 5.027 1.796 0.01 -0.01 0.00
H -3.186 -1.977 -1.356 0.01 0.00 0.00
H -2.602 0.094 0.959 0.03 0.02 0.01
H -3.081 -0.057 -2.664 0.00 0.01 0.00
H -1.563 3.099 2.488 0.01 -0.01 0.00
H -0.143 -4.006 0.503 -0.01 0.01 -0.03
H -3.812 0.143 -0.354 0.01 -0.03 0.00
H 3.025 -1.435 3.459 -0.01 0.00 0.01
H -1.812 1.167 -2.360 0.01 0.03 0.01
H -2.341 -2.056 0.183 0.00 0.02 0.00
H 1.214 -2.706 -2.662 0.01 0.02 0.00
H -1.436 -3.729 -1.379 0.01 0.01 0.01
H -1.382 -0.411 -3.021 0.02 0.00 0.00
H -0.495 -2.382 1.147 0.01 0.02 0.01
H 5.074 -2.703 2.902 -0.01 0.00 0.01
H -2.732 6.876 0.835 0.00 0.01 0.00
H 2.146 -2.998 -1.193 -0.02 -0.02 -0.01
H -2.682 5.298 2.737 0.00 0.00 0.00
H 5.786 -2.862 0.531 0.00 0.00 0.00
H 0.935 -4.190 -1.720 -0.02 0.01 0.01
H -1.074 -2.480 -2.559 0.01 0.02 0.00
H -0.577 4.038 -1.549 0.01 0.00 -0.01
H -1.674 6.254 -1.310 0.00 0.00 0.00
H 1.173 -2.879 0.897 -0.04 -0.02 -0.01
H -2.615 1.434 -0.194 0.02 0.01 -0.01
H 1.416 0.326 2.802 0.04 0.03 -0.02
H 4.465 -1.796 -1.248 -0.01 0.01 -0.02

=====

4.
17
Properties=species:S:1:pos:R:3:forces:R:3 method="wB97M-V/def2-TZVPD" max_force_ev_per_a=3.7 de_lowest_kj_mol=221.2 smiles=CC[Si]#[PH2].[PH2]#[PH2] charge=0 homo_lumo_gap_ev=7.131
P 0.145 0.180 1.757 -0.70 -0.33 2.70
P -2.261 0.919 0.082 0.69 1.71 0.18
P -2.754 -0.988 -0.821 -1.98 0.07 -0.30
Si 2.020 1.044 0.971 0.81 -0.42 -0.83
C 1.663 0.097 -1.579 0.91 1.05 -2.35
C 2.218 -0.480 -0.301 -2.39 2.57 1.20
H -3.116 2.036 -0.181 -0.39 -0.68 -0.97
H -3.250 -1.492 0.435 0.52 -0.12 -0.65
H 0.742 -0.612 2.869 0.04 0.43 -1.10
H -0.268 1.182 2.777 0.31 -0.65 -1.08
H -1.452 -1.422 -0.756 0.80 -0.35 0.40
H 2.177 1.027 -1.902 0.32 -0.54 0.07
H 3.179 -0.826 -0.393 2.35 -0.79 -0.43
H 1.740 -0.607 -2.428 0.33 0.12 0.30
H 1.544 -1.239 -0.048 -0.65 -1.59 0.74
H -2.978 0.734 1.235 -0.08 -0.25 0.96
H 0.650 0.445 -1.718 -0.88 -0.24 1.17